1.
39
Properties=species:S:1:pos:R:3:forces:R:3 method="wB97M-V/def2-TZVPD" homo_energy_ev="-11.74 / -12.62" s2=6.03 spin_multiplicity=5 charge=+1 de_lowest_ev=0.000
C -0.611 -1.193 -0.206 0.2 0.0 -0.2
C 0.943 1.407 4.137 0.0 0.0 -0.1
H 3.527 -0.345 -2.957 0.0 0.0 0.0
H 0.415 -1.548 1.659 0.0 0.0 0.0
H 1.261 1.580 5.156 0.0 0.0 0.0
H -1.155 1.414 4.635 0.0 0.0 0.0
C 0.094 0.957 1.497 0.4 0.4 0.1
C 2.144 2.719 -2.510 0.0 0.0 0.0
Pt -2.847 1.063 -0.244 0.1 0.8 -0.8
C -0.244 -3.371 0.754 0.0 0.0 0.0
C 2.846 0.413 -2.595 0.0 -0.1 0.0
H -0.998 -5.032 -0.371 0.0 0.0 0.0
H -1.879 -3.624 -2.203 0.0 0.0 0.0
H 2.277 3.750 -2.807 0.0 0.0 0.0
H 0.401 3.130 -1.329 0.0 0.0 0.0
O -3.021 2.812 -0.914 0.3 -0.6 0.4
Cl -2.543 1.096 2.254 0.1 0.0 0.2
C 1.452 1.090 1.808 0.0 -0.1 0.0
C -4.892 -1.071 -1.306 0.0 0.0 0.0
H 1.658 -0.987 -1.483 0.0 0.0 0.0
C 1.795 0.049 -1.765 0.1 0.1 0.0
C -0.800 1.095 2.547 -0.1 0.2 0.0
C 3.019 1.740 -2.963 0.0 0.0 0.0
O -5.652 -1.853 -1.706 0.1 0.1 0.0
C -0.413 1.308 3.856 0.0 0.0 0.0
H 2.930 1.397 3.320 0.0 0.0 0.0
N -4.094 -0.267 -0.884 -0.2 -0.3 0.0
H 2.188 1.004 1.019 0.0 0.0 0.0
C 1.090 2.370 -1.681 0.1 0.0 0.0
C -0.887 -3.957 -0.327 0.0 0.0 0.0
C -1.250 -1.790 -1.297 0.1 0.0 0.0
C -1.384 -3.167 -1.356 0.0 0.0 0.0
C 1.873 1.307 3.111 -0.1 0.0 0.0
C -0.098 -1.992 0.816 -0.1 0.0 0.0
H 0.148 -3.987 1.552 0.0 0.0 0.0
C 0.927 1.037 -1.300 -0.2 0.2 -0.1
P -0.421 0.613 -0.202 -0.6 -0.8 0.5
H -1.638 -1.180 -2.104 0.0 0.0 0.0
H 3.839 2.013 -3.614 0.0 0.0 0.0

2.
11
Properties=species:S:1:pos:R:3:forces:R:3 method="wB97M-V/def2-TZVPD" homo_energy_ev="-26.82 / -29.19" s2=1.30 spin_multiplicity=2 charge=+4 de_lowest_ev=0.950
O 0.181 -0.907 -2.176 -1.3 -0.9 1.5
H 0.447 -1.514 -2.904 0.3 -0.5 -1.2
C -0.527 -1.346 -1.285 1.4 1.6 -1.2
C -0.936 -0.715 0.011 -0.8 -0.6 0.9
Sc 2.536 2.012 3.305 1.0 0.6 1.1
O 1.500 1.397 1.570 -1.5 -0.5 -1.1
H -2.039 -0.765 0.032 -0.2 0.1 0.0
C -0.436 0.679 0.207 -0.9 -0.3 -2.1
C 0.636 1.029 0.859 2.5 0.7 2.3
H -0.615 -1.423 0.793 -0.1 0.0 -0.1
H -0.748 1.553 -0.411 -0.5 -0.2 0.0

3.
22
Properties=species:S:1:pos:R:3:forces:R:3 method="wB97M-V/def2-TZVPD" homo_energy_ev=-8.52 de_lowest_ev=1.348 smiles=Cc1ccc(O)cc1.CO
H -0.173 2.148 2.915 -0.2 0.3 0.2
O -0.062 0.130 -2.886 0.2 0.0 -0.4
C 0.674 1.044 0.525 -0.3 0.2 -1.7
C -0.277 0.525 -1.563 -0.8 -1.2 -2.9
H 0.584 -2.836 -0.449 -0.6 0.6 0.8
H -0.473 3.414 1.647 0.4 -0.2 0.5
H 1.558 1.388 1.044 0.0 -0.4 0.5
H 1.731 -2.598 0.995 -0.8 0.6 0.2
O 2.033 -4.203 -0.185 -0.5 -0.3 0.6
H 0.470 -3.918 1.032 -0.4 0.4 0.2
H -2.409 0.669 -1.898 -0.4 -0.1 -0.2
C -0.587 1.474 0.887 -0.7 0.9 1.5
C -1.611 0.789 -1.199 2.1 0.6 1.9
H 1.825 0.184 -1.081 -0.2 0.0 -0.5
H 2.467 -3.772 -0.916 0.1 0.3 -0.2
C -1.724 1.261 0.108 -0.6 -1.0 -0.9
C -0.782 2.439 2.063 0.4 0.2 -1.1
H -0.611 0.617 -3.526 0.1 -0.2 0.7
H -2.716 1.357 0.541 0.2 0.5 0.0
C 1.074 -3.255 0.430 2.2 -1.6 -1.7
C 0.833 0.477 -0.769 -0.2 1.2 2.2
H -1.826 2.665 2.284 0.0 -0.7 0.4

4.
18
Properties=species:S:1:pos:R:3:forces:R:3 method="wB97M-V/def2-TZVPD" homo_energy_ev=-9.67 de_lowest_ev=1.922 smiles="C=NCC.CC=O"
C 0.460 2.411 -0.924 0.1 0.0 -0.1
H -1.407 1.272 -1.285 0.1 0.0 -0.1
H -0.283 -1.948 -0.763 0.0 -0.1 0.1
H -2.003 0.598 1.688 0.1 -0.1 0.0
H -1.813 -1.116 0.985 0.1 0.1 0.0
H -0.019 3.354 -1.209 0.0 -0.1 0.0
C -0.310 1.241 -1.466 0.2 -0.2 -0.1
H 1.511 -0.487 0.140 -0.1 -0.1 0.1
O 0.186 0.299 -2.040 -0.2 0.4 0.2
C 0.829 -0.993 0.834 0.1 -0.1 0.0
H 1.437 -1.277 1.702 -0.1 0.0 -0.1
N -0.092 0.032 1.315 -0.4 -0.1 0.0
C 0.253 -2.229 0.150 -0.1 0.0 0.0
H -0.421 -2.795 0.802 0.1 0.1 -0.1
H 0.450 2.339 0.171 0.0 0.0 -0.2
H 1.072 -2.896 -0.136 -0.1 0.1 0.0
C -1.338 -0.187 1.321 0.2 0.1 0.0
H 1.491 2.381 -1.284 -0.1 0.0 0.1